Record 1
Formula: C34H42IN5O3S2Ti
Source: the OMol25 dataset
Level of theory: ωB97M-V with the def2-TZVPD basis set

Last column: Mulliken charge in e.
Geometry (Å):
Ti  0.3254  -0.1459  0.5160  -1.968
C  -5.0327  2.3151  3.6356  -1.725
C  -3.9761  2.0379  2.6025  0.008
C  -4.0617  2.5057  1.3229  -1.311
C  -3.0839  2.2124  0.3231  0.481
C  -3.4338  2.6644  -0.9728  -0.492
N  -3.0702  2.3394  -2.1858  -0.061
C  -2.1869  1.2879  -2.6832  1.347
C  -2.9447  0.0145  -3.1286  -1.522
C  -2.7801  -1.1762  -2.1820  0.760
N  -3.8690  -1.2976  -1.2104  0.044
C  -3.9426  -2.1663  -0.2360  -0.705
C  -2.9070  -2.9273  0.3638  0.172
C  -3.2554  -4.2303  0.7951  -0.927
C  -2.3297  -5.1158  1.2898  0.022
C  -2.6696  -6.5466  1.5990  -1.702
C  -1.0303  -4.6361  1.4928  -0.772
C  -0.6538  -3.3300  1.2141  1.197
C  0.6939  -2.9228  1.5560  -0.639
N  1.2105  -1.7592  1.4268  0.647
C  2.6210  -1.5995  1.8187  -1.118
C  2.9194  -0.1791  2.3003  -0.006
C  1.7849  0.3903  3.1477  -1.227
N  0.7376  1.0167  2.2834  0.666
C  -0.5574  0.3354  2.3973  -0.357
C  -1.7898  1.0958  2.0856  0.538
C  -2.8253  1.3073  2.9665  -0.479
C  -1.9093  1.5216  0.7359  0.432
O  -0.8887  1.2713  -0.0272  -0.325
C  -1.5837  -2.4344  0.6040  0.388
O  -1.2937  -1.2139  0.3663  1.378
H  -5.8992  2.8093  3.2017  0.391
H  -4.6319  2.9558  4.4227  0.345
H  -5.3599  1.3883  4.1081  0.377
H  -4.9325  3.0803  1.0264  0.364
H  -4.2246  3.4100  -0.9679  0.469
H  -3.5253  2.8644  -2.9204  0.349
H  -1.4742  1.0394  -1.9097  -1.391
H  -1.6408  1.7043  -3.5281  0.432
H  -2.5555  -0.2834  -4.1003  0.364
H  -4.0067  0.2374  -3.2755  0.429
H  -1.8300  -1.1069  -1.6624  -1.008
H  -2.7597  -2.1056  -2.7573  0.464
H  -4.7407  -0.8598  -1.4779  0.345
H  -4.9508  -2.3636  0.1188  0.532
H  -4.2802  -4.5574  0.6539  0.429
H  -3.7443  -6.7152  1.5937  0.387
H  -2.2766  -6.8380  2.5728  0.402
H  -2.2222  -7.2079  0.8549  0.334
H  -0.2890  -5.3096  1.9108  0.537
H  1.3138  -3.7187  1.9732  0.373
H  3.2427  -1.7955  0.9420  0.327
H  2.8722  -2.3274  2.5941  0.602
H  3.0856  0.4616  1.4345  -0.169
H  3.8477  -0.1970  2.8703  0.538
H  2.1762  1.1349  3.8374  0.544
H  1.3377  -0.4003  3.7523  0.336
H  -0.6544  -0.2327  3.3184  0.773
H  -2.7470  0.9328  3.9819  0.558
S  0.8235  -1.4351  -1.6030  -0.782
C  1.2820  0.1728  -1.9958  0.721
C  1.4875  0.6346  -3.3053  -1.119
C  1.7629  1.9684  -3.5088  -0.594
C  1.8548  2.8161  -2.4049  -1.227
C  1.6668  2.2881  -1.1463  -0.322
N  1.3815  0.9940  -0.9268  2.952
H  1.4024  -0.0709  -4.1205  0.585
H  1.9140  2.3561  -4.5085  0.543
H  2.0788  3.8672  -2.5170  0.548
H  1.7373  2.9265  -0.2768  -0.232
O  3.9508  -0.1550  -0.5660  -0.696
S  4.3150  0.7824  -1.6682  0.851
C  5.4356  -0.0344  -2.8487  -0.883
C  6.2275  1.1519  -3.3743  -0.542
C  6.7935  1.8409  -2.1291  -0.637
C  5.6833  1.8541  -1.0690  -0.745
H  4.8471  -0.5481  -3.6071  0.329
H  6.0559  -0.7485  -2.3057  0.399
H  5.5513  1.8301  -3.9044  0.273
H  7.0167  0.8538  -4.0625  0.365
H  7.1387  2.8481  -2.3566  0.297
H  7.6501  1.2748  -1.7637  0.313
H  5.2600  2.8478  -0.9224  0.365
H  5.9938  1.4570  -0.1037  0.350
I  2.4797  3.5573  2.3430  0.101
C  0.6297  2.4616  2.5216  -1.466
H  0.2760  2.6512  3.5343  0.599
H  -0.0438  2.9233  1.8103  0.475

Values from the calculation:
Net charge ... +2
Total energy ... -3763.4278 hartree
Lowest unoccupied orbital energy ... -5.9 eV

Record 2
Formula: C34H42N4O3P2RuS
Source: the OMol25 dataset
Level of theory: ωB97M-V with the def2-TZVPD basis set

Last column: Löwdin spin population.
Geometry (Å):
Ru  1.6830  1.0253  -0.4195  2.439
C  -2.7823  1.3723  1.8154  0.002
C  -1.5714  0.7870  2.0126  0.000
C  -1.2477  -0.5100  1.4423  0.003
C  -0.5203  -0.6558  0.0245  0.030
C  -0.9318  0.1144  -1.1820  -0.014
C  -2.1691  0.6759  -1.3359  -0.012
C  -3.2908  0.1719  -0.5102  -0.002
C  -3.7564  0.9696  0.7407  -0.001
C  0.6212  2.6705  -1.5219  -0.420
H  -3.2618  1.9131  2.6859  0.000
H  -0.7882  1.3743  2.4563  0.000
H  -2.0942  -1.2077  1.5429  0.001
H  -0.4765  -0.8732  2.1434  0.001
H  0.5683  -0.4157  0.2154  0.010
H  -0.5988  -1.7278  -0.1700  0.004
H  -0.1798  0.1323  -1.9622  0.000
H  -2.3113  1.5472  -2.0381  0.001
H  -3.0910  -0.8694  -0.2259  0.000
H  -4.1773  0.1737  -1.1426  0.000
H  -4.3243  1.8651  0.4501  0.000
H  -4.4575  0.2859  1.2016  0.000
H  -0.3083  2.9140  -2.0535  -0.011
H  1.2496  2.3311  -2.3192  -0.026
H  0.9199  3.6338  -1.1289  -0.025
P  1.8857  -1.2327  -1.9879  0.019
P  1.8882  -2.1133  1.5489  0.006
N  1.0397  -2.0483  -3.4955  0.009
N  3.4256  -1.4346  -2.8694  0.001
N  0.9046  -3.7426  1.6533  0.029
N  2.9474  -2.8051  2.7849  0.003
C  2.0798  -2.8180  -1.1239  0.008
C  2.9433  -2.5864  0.1226  0.002
C  0.4972  -1.3306  -4.5375  0.000
C  -0.1010  -2.2222  -5.4365  0.000
C  0.1384  -3.5434  -4.9439  0.001
C  0.8552  -3.4002  -3.7476  0.001
C  4.1809  -0.3442  -3.2867  -0.001
C  5.3665  -0.8036  -3.8440  0.000
C  5.3348  -2.2326  -3.8137  0.000
C  4.1314  -2.5908  -3.2396  0.000
C  -0.4167  -3.8342  2.1353  0.335
C  -0.9787  -5.0628  1.7571  0.132
C  0.0481  -5.7980  1.0890  0.108
C  1.1714  -4.9744  1.0383  0.326
C  3.1266  -4.0400  3.4420  0.011
C  4.3385  -4.0041  4.1425  0.005
C  4.9357  -2.7215  3.8902  0.005
C  4.0731  -2.0132  3.0694  0.008
H  2.5891  -3.6226  -1.6873  0.000
H  1.0835  -3.2360  -0.9264  0.003
H  3.5646  -3.4666  0.3684  0.000
H  3.6656  -1.7526  -0.0223  0.002
H  0.5255  -0.2531  -4.5209  0.000
H  -0.6622  -1.9481  -6.3031  0.000
H  -0.1627  -4.4731  -5.3522  0.000
H  1.1811  -4.1574  -3.0424  0.000
H  3.7835  0.6549  -3.1186  0.000
H  6.1832  -0.1857  -4.2184  0.000
H  6.0916  -2.9396  -4.1507  0.000
H  3.7764  -3.5993  -3.0226  0.000
H  -0.8242  -3.0564  2.7565  0.012
H  -1.9992  -5.3896  1.9427  0.002
H  -0.0034  -6.8294  0.7314  0.001
H  2.1438  -5.1806  0.6109  0.009
H  2.3971  -4.8292  3.3787  0.000
H  4.7377  -4.7788  4.7847  0.000
H  5.8697  -2.3493  4.2818  0.000
H  4.1258  -1.0266  2.6462  0.000
C  -5.9652  8.1062  1.8942  0.045
C  -4.8281  7.1023  1.8081  0.235
C  -3.5321  7.5955  1.6042  0.073
C  -2.4065  6.7847  1.4197  0.061
C  -2.4975  5.3728  1.4724  0.272
C  -3.7998  4.8640  1.6596  0.100
C  -4.9239  5.6965  1.8176  0.051
S  -0.9857  4.3011  1.4963  -0.016
O  0.0083  5.3032  1.1649  0.013
O  -1.0128  3.8225  2.9009  0.112
O  -1.0620  3.2054  0.5256  0.006
H  -5.9162  8.7869  2.7623  0.016
H  -5.9353  8.7910  1.0200  0.015
H  -6.9910  7.6874  1.9111  0.000
H  -3.4416  8.6781  1.5430  0.000
H  -1.4533  7.2839  1.2242  -0.001
H  -3.9307  3.7828  1.6601  0.001
H  -5.9121  5.2537  1.9108  -0.001

Values from the calculation:
2S+1 ... 5
Net charge ... +2
Total energy ... -2940.2538 hartree
Lowest unoccupied orbital energy (spin up / spin down) ... -7.0 / -9.2 eV

Record 3
Formula: C34H42NO4Os
Source: the OMol25 dataset
Level of theory: ωB97M-V with the def2-TZVPD basis set

Last column: Löwdin spin population.
Geometry (Å):
O  -0.3306  0.2800  -7.3046  0.000
C  -0.4426  1.5822  -7.9663  0.000
C  -0.6284  0.9882  -9.3627  0.000
H  0.4851  2.1579  -7.8510  0.000
H  -1.3119  2.1427  -7.5978  0.000
C  -0.4589  -0.3644  -8.6131  0.000
H  0.1837  1.2192  -10.0594  0.000
H  -1.6279  1.1477  -9.7810  0.000
C  0.8062  -1.0873  -9.0145  0.000
H  1.6698  -0.4149  -9.0020  0.000
H  0.6976  -1.4744  -10.0338  0.000
H  0.9909  -1.9305  -8.3426  0.000
C  -1.6721  -1.2584  -8.6968  0.000
H  -2.5840  -0.7253  -8.4127  0.000
H  -1.5404  -2.1254  -8.0445  0.000
H  -1.7967  -1.6186  -9.7243  0.000
Os  -1.0949  -0.5229  0.7043  1.872
C  -2.9596  -0.8113  1.6771  0.068
C  -2.6646  0.5716  1.7979  0.137
C  -2.5675  1.1240  0.4923  0.085
H  -2.5244  1.1056  2.7280  0.010
C  -2.8392  0.0904  -0.4413  0.127
C  -3.0773  -1.1077  0.2826  0.042
H  -3.2898  -2.0748  -0.1508  0.002
H  -3.0539  -1.5118  2.5010  0.004
H  -2.2931  2.1451  0.2525  0.011
H  -2.8429  0.1966  -1.5220  0.010
C  0.0439  -1.9513  1.8465  0.115
C  -0.7140  -2.5944  0.8333  0.025
C  -0.2505  -2.1282  -0.4283  0.097
H  -1.5126  -3.3067  1.0095  0.001
C  0.8129  -1.2156  -0.1876  0.112
C  1.0001  -1.1142  1.2095  0.099
H  1.7164  -0.4741  1.7145  0.007
H  -0.0874  -2.0652  2.9176  0.007
H  -0.6428  -2.4009  -1.4012  0.006
H  1.3541  -0.6537  -0.9370  0.011
O  -0.1399  0.6636  -2.3011  0.027
C  -0.6099  -0.1007  -3.4343  0.001
C  -0.9730  0.9006  -4.5210  0.001
H  -1.4686  -0.7315  -3.1410  0.000
H  0.2054  -0.7798  -3.7480  0.000
C  -0.1298  2.1397  -4.1711  0.000
H  -2.0405  1.1502  -4.4622  0.000
H  -0.7583  0.4783  -5.5010  0.000
C  -0.0873  2.0718  -2.6460  0.001
H  -0.5420  3.0743  -4.5527  0.000
H  0.8835  2.0013  -4.5661  0.000
H  -0.9697  2.5904  -2.2202  0.000
H  0.8229  2.4799  -2.1851  0.000
C  4.8097  0.5657  5.9489  -0.007
C  3.8371  -0.5122  5.5556  -0.013
C  4.2999  -1.6266  4.8595  0.157
C  3.4241  -2.6322  4.4538  0.023
C  2.0664  -2.4827  4.6950  0.093
C  1.5722  -1.2949  5.2682  0.117
N  0.1945  -1.0997  5.2324  0.278
C  -0.5960  0.0670  5.3409  0.023
C  -1.7249  0.0012  6.1746  0.042
C  -2.5122  1.1279  6.3799  -0.002
C  -2.1866  2.3366  5.7512  0.050
C  -1.1110  2.3880  4.8613  -0.006
C  -0.3527  1.2457  4.6112  0.044
C  0.6401  1.2961  3.4565  0.011
O  1.8573  1.1594  3.6840  0.037
O  0.0943  1.5128  2.3176  0.091
C  2.4740  -0.3766  5.8534  0.143
C  2.0029  0.7339  6.7234  0.019
H  4.5435  1.5246  5.4821  -0.002
H  4.8446  0.7169  7.0354  -0.002
H  5.8164  0.2910  5.6149  0.000
H  5.3698  -1.6988  4.6498  0.008
H  3.7922  -3.5193  3.9483  -0.001
H  1.3554  -3.2604  4.4006  0.004
H  -0.3517  -1.9631  5.2541  0.004
H  -1.9481  -0.9495  6.6727  0.002
H  -3.3815  1.0581  7.0340  -0.001
H  -2.7801  3.2359  5.9242  0.003
H  -0.8576  3.3090  4.3290  -0.001
H  1.8445  1.6433  6.1246  0.009
H  1.0679  0.4827  7.2317  0.002
H  2.7500  0.9630  7.4895  0.001

Values from the calculation:
2S+1 ... 5
Net charge ... +1
Total energy ... -1766.6755 hartree
Lowest unoccupied orbital energy (spin up / spin down) ... -2.2 / -5.7 eV